1.
Below is C6H11NO in the gas phase at a distorted geometry, with properties calculated with ωB97M-V with the def2-TZVPD basis set.

XYZ file:
```
19
Properties=species:S:1:pos:R:3:forces:R:3:mulliken_charge:R:1
C 3.0983 2.0544 -0.1463 2.78 1.55 0.15 -0.24
N 2.2524 1.2792 -0.6297 0.07 -1.62 -0.13 -0.32
C 1.5356 0.1506 -0.0174 -0.06 3.09 -0.45 -0.30
C 0.5811 0.5662 0.8431 -0.16 0.68 -0.18 -0.22
C -0.7603 -0.1260 1.0167 0.76 1.29 -1.50 -0.77
C -1.6273 -0.1149 -0.3221 2.04 1.45 1.01 -0.50
C -2.2791 -1.4379 -0.5229 3.87 -0.68 -3.68 -0.50
O -1.3067 -2.4758 -0.1664 -0.77 -0.55 -0.25 -0.57
H 3.6197 2.0142 0.8981 -1.24 -0.13 -1.47 0.25
H 3.6103 2.8633 -0.8715 -1.44 -1.62 1.63 0.22
H 1.5901 -0.7102 -0.6949 -0.34 0.09 0.68 0.31
H 0.7383 1.5849 1.2898 -0.24 -1.03 -0.62 0.21
H -0.4015 -1.0992 1.1459 -0.57 -1.77 0.87 0.42
H -1.3311 0.2975 1.8108 -0.21 -0.09 0.87 0.43
H -0.8109 0.0708 -1.0856 -1.46 -0.10 0.28 0.31
H -2.3435 0.7301 -0.2565 0.40 -0.45 -0.45 0.34
H -2.5669 -1.5449 -1.6143 0.25 0.02 1.06 0.25
H -3.1224 -1.5891 0.0066 -2.56 -0.71 2.21 0.39
H -0.4762 -2.5133 -0.6834 -1.11 0.58 -0.02 0.30
```
Forces are in eV/Å.

As for the LUMO energy: 0.957 eV. The calculation puts the energy relative to the best compared isomer or geometry (same formula, charge and spin) at 378.2 kJ/mol. Its SMILES is C=N/C=C/CCCO. The multiplicity is 1.

2.
Below is a molecular structure, C3H5InO4 at a distorted geometry, with properties calculated with ωB97M-V with the def2-TZVPD basis set.

XYZ file:
```
13
Properties=species:S:1:pos:R:3:forces:R:3:lowdin_spin:R:1
O -0.6828 1.7299 1.0039 -1.92 -1.84 0.29 0.00
C 0.0778 1.7378 -0.0325 2.51 -1.61 2.32 0.02
C -1.2288 0.0996 1.2218 0.79 2.93 1.06 0.00
O 1.1330 2.3268 -0.1865 -1.04 0.54 -1.21 0.08
O -0.0357 0.5494 -0.7357 -0.89 0.78 -0.88 0.08
C -0.6953 -0.4884 0.0030 2.55 -4.30 -2.64 0.01
H -2.3174 0.1034 1.3067 0.32 0.36 0.13 0.00
H -0.6841 -0.1385 2.1396 -0.40 0.16 -0.16 0.00
H -1.4224 -0.9246 -0.6890 -0.31 0.36 0.43 0.00
H 0.3307 -1.4289 -0.0910 -3.22 2.57 1.29 0.00
O 1.6583 -1.4801 -0.8975 0.51 -1.87 0.51 0.19
H 2.0677 -2.2751 -1.2434 0.25 -0.32 0.02 0.00
In 1.7989 0.1886 -1.7995 0.84 2.26 -1.15 0.61
```
Forces are in eV/Å.

As for the LUMO energy (alpha / beta): -4.378 / -7.538 eV. The calculation puts the energy relative to the best compared isomer or geometry (same formula, charge and spin) at 0.0 kJ/mol. As for the total charge: +1. Its expectation value of S² is 0.754. The multiplicity is 2.

3.
Below is a molecular structure, CH6N5 at a distorted geometry, with properties calculated with ωB97M-V with the def2-TZVPD basis set.

XYZ file:
```
12
Properties=species:S:1:pos:R:3:forces:R:3:mulliken_charge:R:1
C -0.8530 0.8762 0.5922 2.37 4.44 0.33 -0.19
N -1.5872 -0.1221 1.3032 -1.51 -3.02 -0.28 0.22
N -1.8100 -1.1918 0.8925 0.69 2.36 0.30 -0.09
N -0.8632 -0.7396 -0.9621 -1.09 -0.55 2.29 -0.52
N -0.2345 0.2239 -0.5420 -1.19 0.80 -2.54 0.32
N 1.5558 -0.1778 -0.2404 2.56 0.15 -1.28 -0.64
H -1.4519 1.7875 0.1482 0.43 -2.17 0.98 0.34
H -0.0701 1.4738 1.3143 -1.78 -2.02 -1.76 0.32
H -0.5482 -1.3845 -1.6774 0.28 0.46 -0.37 0.27
H 1.8544 -0.7510 0.5122 0.46 0.01 1.73 0.30
H 2.0384 0.7451 -0.3297 -0.36 -1.07 0.69 0.33
H 1.9697 -0.7395 -1.0110 -0.85 0.59 -0.08 0.34
```
Forces are in eV/Å.

As for the LUMO energy: -4.861 eV. The calculation puts the energy relative to the best compared isomer or geometry (same formula, charge and spin) at 368.9 kJ/mol. As for the total charge: +1. The multiplicity is 1.

4.
Below is 2 unconnected molecules or ions with the total composition C19H34N9O5 at a distorted geometry, with properties calculated with ωB97M-V with the def2-TZVPD basis set.

XYZ file:
```
67
Properties=species:S:1:pos:R:3:forces:R:3:mulliken_charge:R:1
O -6.6861 0.6405 -0.3912 1.15 0.59 0.73 -0.57
O -3.5653 -5.9271 1.0287 0.01 0.47 -0.23 -0.65
O 3.9253 3.8452 -3.1082 0.01 -0.06 0.45 -0.65
O 6.0705 1.6559 0.8048 -0.17 -0.10 -0.32 -0.69
O -4.7272 1.1743 0.5940 -0.19 0.20 0.16 -0.42
C -5.5832 0.3051 -0.0068 -2.24 -0.93 -1.45 0.29
C -3.4906 -6.0462 -0.1845 0.01 -0.37 0.82 0.68
C 4.8397 3.0433 -2.9532 -0.89 0.80 -1.18 0.68
C 5.5799 2.7700 0.6826 0.15 -1.15 -0.50 0.03
C -1.1242 1.7226 0.4705 0.90 0.03 -0.07 0.92
C -5.7530 -1.8948 -1.1977 -0.07 0.19 -0.12 -1.04
C -5.2848 -3.1911 -1.4328 0.07 0.77 0.64 -0.49
C -4.0620 -1.6031 0.4896 -0.17 -0.03 -0.39 0.24
C -5.1346 -1.0756 -0.2401 1.16 -1.06 0.17 -0.08
C -4.2120 -3.7158 -0.7038 -0.64 0.67 -0.22 0.56
C -3.5790 -2.8997 0.2663 0.67 -0.34 0.92 0.04
N -1.5847 1.4797 1.6643 0.23 0.15 1.64 -0.24
N -3.7869 -5.0083 -1.0490 0.59 -1.09 -0.04 -0.16
N 5.8703 3.7269 1.5675 -0.20 1.13 0.55 -0.11
N -0.5692 -3.4033 2.1993 0.34 -3.70 2.92 -0.77
N -0.9802 -1.7253 1.1214 0.35 5.37 -1.75 -0.48
N -2.4491 -3.3587 0.9562 -2.23 -2.23 -0.41 -0.28
N 0.1469 2.0218 0.2402 0.73 0.28 0.22 -0.05
N 5.2096 2.5923 -1.7506 0.85 -0.45 1.48 -0.23
N -1.9895 1.6666 -0.5007 -0.81 0.05 -1.71 -0.33
C -3.0436 -7.3782 -0.7562 -0.13 0.24 -0.44 -1.26
C 5.5939 2.5100 -4.1494 -0.04 -0.01 0.19 -1.20
C 5.4389 5.1267 1.5584 0.11 -0.22 -0.29 -0.82
C -1.7047 -2.6217 1.9135 0.68 -0.41 -1.48 0.11
C 1.2130 2.1168 1.2605 0.10 0.07 0.08 -0.86
C 2.4132 2.9725 0.8231 -0.14 -0.46 -0.35 -0.78
C 3.2638 2.3181 -0.2768 -0.21 0.21 0.54 -0.84
C 4.6129 3.0425 -0.4823 -0.35 0.09 -0.72 0.22
H -5.2853 1.9689 0.6902 0.27 0.07 0.08 0.28
H -6.6016 -1.5196 -1.7672 0.24 -0.02 0.17 0.46
H -5.7806 -3.7988 -2.1833 0.09 0.00 0.12 0.39
H -3.5924 -0.9893 1.2477 0.05 -0.08 0.00 0.36
H -0.9322 1.3757 2.4177 -0.19 -0.18 0.25 0.19
H -2.5456 1.2140 1.7809 -0.05 -0.12 0.16 0.17
H -3.8856 -5.2769 -2.0209 0.03 0.20 0.19 0.30
H 6.5212 3.4424 2.2853 -0.04 -0.09 -0.11 0.30
H 0.0380 -2.8946 2.8351 -0.09 -0.32 0.18 0.22
H -0.8578 -4.2867 2.6137 0.50 -0.04 0.52 0.23
H -0.0853 -2.1820 0.9625 -0.41 0.43 -0.52 0.33
H -1.4773 -1.6880 0.2367 0.56 0.61 -0.09 0.21
H -2.3996 -4.3721 1.0737 -0.37 0.45 0.00 0.07
H 0.4154 2.1831 -0.7165 0.04 0.00 -0.04 0.19
H 5.9595 1.9151 -1.7028 -0.13 0.06 0.22 0.26
H -1.7056 1.8376 -1.4479 -0.18 0.01 -0.10 0.18
H -2.9499 1.4324 -0.2913 -0.08 0.00 -0.21 0.08
H -3.8034 -7.7677 -1.4376 0.12 -0.02 -0.09 0.36
H -2.1035 -7.2562 -1.2999 -0.11 -0.03 -0.08 0.32
H -2.8915 -8.1038 0.0486 -0.13 0.41 -0.10 0.33
H 5.1299 2.8924 -5.0585 0.05 -0.03 0.20 0.33
H 6.6286 2.8465 -4.1016 0.09 -0.13 -0.07 0.32
H 5.5563 1.4220 -4.1509 0.17 -0.08 -0.07 0.35
H 5.7954 5.6268 2.4617 -0.05 -0.20 -0.15 0.34
H 4.3502 5.1951 1.5294 0.07 0.10 0.04 0.25
H 5.8570 5.6421 0.6899 -0.10 0.10 0.11 0.30
H -2.2685 -2.2179 2.7673 -0.01 0.08 -0.21 0.38
H 0.8060 2.5695 2.1672 -0.18 -0.01 -0.08 0.52
H 1.5641 1.1128 1.5119 -0.06 -0.02 -0.01 0.35
H 2.0647 3.9491 0.4827 -0.01 0.10 0.09 0.28
H 3.0344 3.1211 1.7062 -0.07 0.03 0.16 0.39
H 3.4568 1.2743 -0.0200 0.12 -0.02 -0.02 0.23
H 2.6902 2.3367 -1.2048 0.32 0.06 -0.22 0.45
H 4.4299 4.1140 -0.5629 -0.08 0.03 -0.18 0.50
```
Forces are in eV/Å.

As for the LUMO energy: -2.265 eV. As for the total charge: +1. The multiplicity is 1.

5.
Below is a molecular structure, C4H8O2, with properties calculated with ωB97M-V with the def2-TZVPD basis set.

XYZ file:
```
14
Properties=species:S:1:pos:R:3:forces:R:3:mulliken_charge:R:1
C 1.9619 -0.1114 0.3544 0.19 -0.04 -0.02 -0.71
O 0.8025 0.6053 0.7318 -0.22 0.03 -0.14 -0.37
C -0.1796 0.4669 -0.2634 -0.25 -0.28 -0.26 0.21
C -0.8074 -0.9450 -0.3578 0.72 -0.21 0.02 -0.56
O -2.1285 -0.4122 -0.4452 0.34 0.45 0.47 -0.41
C -1.6216 0.8377 0.1116 -0.26 0.15 -0.07 -0.45
H 1.7386 -1.1711 0.1433 0.01 0.25 0.10 0.30
H 2.4200 0.3266 -0.5458 -0.05 -0.06 0.14 0.29
H 2.6689 -0.0593 1.1843 -0.09 0.02 -0.12 0.24
H 0.1627 0.9366 -1.2046 -0.18 -0.37 0.20 0.33
H -0.6324 -1.3843 0.6366 -0.08 -0.28 -0.18 0.30
H -0.5480 -1.6595 -1.1466 -0.16 0.22 0.03 0.32
H -1.7278 0.9090 1.2099 -0.15 -0.10 -0.41 0.24
H -2.1093 1.6607 -0.4084 0.17 0.22 0.23 0.26
```
Forces are in eV/Å.

As for the LUMO energy: 1.045 eV. The calculation puts the energy relative to the best compared isomer or geometry (same formula, charge and spin) at 249.3 kJ/mol. The multiplicity is 1.

6.
Below is 10 unconnected molecules or ions with the total composition C25H48F30N3O11P3 at a distorted geometry, with properties calculated with ωB97M-V with the def2-TZVPD basis set.

XYZ file:
```
120
Properties=species:S:1:pos:R:3:forces:R:3:lowdin_spin:R:1
C -5.4853 0.6297 2.7998 -0.83 -0.34 0.24 0.00
C -6.6499 0.6944 1.7954 4.35 -0.28 -2.90 0.00
O -6.4383 0.5639 0.5975 -2.36 0.45 3.68 0.00
N -8.0671 1.0050 2.3314 -0.97 -0.57 -2.07 0.00
H -8.2390 0.5827 3.2326 0.22 -0.37 0.36 0.00
H -8.0721 2.0032 2.4859 -0.13 0.57 -0.08 0.00
C -9.1732 0.5531 1.3328 0.33 -0.26 0.37 0.00
H -5.6717 -0.1024 3.5856 -0.01 -0.44 0.04 0.00
H -5.2205 1.5055 3.3922 -0.50 0.55 -0.33 0.00
H -4.5744 0.3426 2.2745 -0.29 -0.09 -0.21 0.00
H -9.0479 0.9003 0.3073 0.58 0.53 0.42 0.00
H -10.1548 0.8469 1.7046 0.26 0.04 0.19 0.00
H -9.1020 -0.5315 1.2503 0.03 0.07 0.33 0.00
C 0.9454 -6.4332 1.3692 0.36 0.03 0.30 0.00
C 1.6166 -5.0783 1.5855 -4.17 3.24 -0.19 0.00
O 0.9657 -4.0620 1.8875 3.67 -3.97 -0.86 0.00
N 3.0876 -4.9144 1.1307 -1.37 0.89 0.47 0.00
H 3.5263 -4.5006 1.9409 0.57 0.30 0.23 0.00
H 3.5465 -5.7801 0.8855 -0.07 -0.46 0.24 0.00
C 3.2478 -4.0206 -0.0990 0.06 -0.76 -0.73 0.00
H 1.0272 -7.0845 2.2394 0.63 -0.03 0.09 0.00
H 1.3291 -6.9401 0.4838 0.10 0.00 0.04 0.00
H -0.1377 -6.3418 1.2884 0.17 0.68 -0.29 0.00
H 4.2823 -4.1813 -0.4025 -0.07 0.52 0.04 0.00
H 2.9646 -2.9757 0.0280 0.02 -0.28 0.47 0.00
H 2.6413 -4.4998 -0.8675 -0.11 0.29 -0.10 0.00
C -1.7512 0.8014 1.0296 0.16 0.80 0.09 0.00
C -0.5197 0.0523 0.6293 1.49 -1.77 0.45 0.00
O -0.2324 -1.0472 1.0618 -0.42 1.80 -0.95 0.00
N 0.5183 0.7341 -0.3111 -1.39 -2.75 0.45 0.00
H 0.0647 1.6006 -0.5631 -0.31 1.86 -1.33 0.00
H 1.3685 0.9839 0.1735 0.37 0.14 0.61 0.00
C 0.8946 -0.1873 -1.4772 -0.52 1.20 -0.32 0.00
H -1.5722 1.8764 1.0515 0.47 0.14 0.22 0.00
H -2.0070 0.4135 2.0156 -0.10 0.06 -0.11 0.00
H -2.6100 0.7670 0.3592 0.30 -0.67 -0.35 0.00
H 0.0614 -0.1151 -2.1763 0.17 -0.21 0.01 0.00
H 1.0790 -1.2291 -1.2151 -0.18 0.33 0.58 0.00
H 1.7644 0.2497 -1.9676 -0.11 0.00 0.21 0.00
C 8.1692 0.0405 -2.4489 -2.86 0.87 0.71 0.08
O 7.0406 0.0033 -1.5888 -0.27 -1.05 0.35 0.03
O 8.5910 1.3692 -2.4462 0.87 -2.35 -0.16 0.83
C 9.1107 -1.1977 -2.1451 -0.59 2.08 0.90 0.01
F 10.2013 -1.1286 -2.9235 0.03 -0.53 0.06 0.00
F 9.4653 -1.1740 -0.8601 0.92 0.38 0.47 0.00
F 8.4981 -2.3680 -2.2616 -0.14 -0.18 -1.15 0.00
C 5.8028 -0.7921 -1.9289 0.77 0.28 -0.83 0.00
C 4.7516 -0.5782 -0.8621 1.97 0.38 0.11 0.00
H 4.6601 0.5078 -0.8804 -1.09 -0.11 0.31 0.00
H 3.8767 -1.1866 -1.0913 -0.11 0.48 -0.05 0.00
H 5.1952 -0.8145 0.1051 -0.32 -0.21 0.25 0.00
H 6.0940 -1.8261 -2.1132 -0.01 -0.02 0.14 0.00
H 5.3497 -0.3853 -2.8330 0.42 0.01 -0.39 0.00
H 7.7678 -0.1055 -3.4518 0.28 0.00 -0.85 0.05
C -3.0631 -0.9123 -3.3755 -3.62 1.85 -2.87 0.00
O -2.4886 -1.7070 -4.4329 -0.09 -0.37 1.67 0.00
O -4.3400 -0.5287 -3.9409 2.01 -1.52 2.80 0.00
C -3.0075 -1.6453 -1.9693 0.18 0.53 -2.48 0.00
F -3.4662 -0.8572 -0.9793 0.02 -0.20 0.18 0.00
F -3.6818 -2.7681 -1.9925 -1.88 -1.31 0.32 0.00
F -1.7745 -2.0923 -1.6268 0.83 0.84 0.52 0.00
C -1.0997 -1.7693 -4.4920 0.66 1.23 0.75 0.00
C -0.7421 -2.6456 -5.6085 0.75 -1.42 -0.68 0.00
H 0.3387 -2.7796 -5.6544 0.01 0.30 -0.33 0.00
H -1.1016 -3.6338 -5.3215 -0.25 -0.29 -0.22 0.00
H -1.1763 -2.4084 -6.5797 0.05 0.32 0.06 0.00
H -0.5839 -2.1657 -3.6174 -0.35 -0.44 0.48 0.00
H -0.6694 -0.7684 -4.5259 -0.02 0.41 -0.60 0.00
H -2.5963 0.0669 -3.2688 1.20 -0.13 0.34 0.00
C -2.5943 -0.2609 5.8878 -0.87 -3.90 -0.67 0.00
O -2.8917 -0.2425 7.2844 1.23 0.83 1.91 0.00
O -3.4050 -1.2864 5.3139 1.05 3.82 0.40 0.00
C -2.5964 1.2274 5.4126 1.43 -1.06 0.05 0.00
F -2.0208 1.3697 4.2209 -0.69 -0.43 -1.27 0.00
F -3.8168 1.7194 5.4152 -1.47 0.80 -0.42 0.00
F -1.8343 2.1015 6.1327 -0.29 -0.33 1.21 0.00
C -1.7886 -0.0670 8.2173 -1.72 -0.49 1.00 0.00
C -2.3736 -0.3613 9.6349 0.74 1.02 -0.65 0.00
H -3.2237 0.2876 9.8457 -0.52 -0.49 -0.33 0.00
H -2.5365 -1.4288 9.7837 -0.33 0.21 0.07 0.00
H -1.6572 0.0302 10.3571 0.45 -0.43 0.21 0.00
H -1.3385 0.9245 8.2651 -0.26 0.28 -0.53 0.00
H -0.9584 -0.7676 8.1272 -0.02 -0.29 -0.84 0.00
H -1.5779 -0.6437 5.7960 0.75 0.58 -0.15 0.00
C -1.4354 4.2564 -1.4332 4.10 -2.47 1.83 0.00
O -1.4940 5.4427 -0.5641 -1.73 1.20 -0.45 0.00
O -0.4279 3.3749 -0.9390 -3.39 1.64 -0.74 0.00
C -2.8409 3.5916 -1.6364 3.30 0.33 -0.53 0.00
F -2.8487 2.3771 -2.1298 0.76 -1.52 -0.52 0.00
F -3.5726 3.5010 -0.5600 -1.56 0.74 1.95 0.00
F -3.3993 4.3297 -2.5713 -2.28 1.57 -1.10 0.00
C -2.2123 6.6105 -1.1004 1.04 -0.09 1.93 0.00
C -1.6188 7.8645 -0.3917 0.56 -1.17 -0.17 0.00
H -1.9834 8.7911 -0.8351 0.16 0.05 -0.11 0.00
H -1.7306 7.9115 0.6915 -0.58 -0.26 0.03 0.00
H -0.5453 7.7091 -0.4994 0.19 0.60 -0.32 0.00
H -3.2719 6.5853 -0.8458 -0.30 -0.43 -0.30 0.00
H -2.0751 6.7844 -2.1677 0.01 -0.53 -0.20 0.00
H -1.0914 4.7180 -2.3588 -0.38 -0.41 -0.81 0.00
P 3.4519 -3.8073 -3.8562 -2.29 0.91 -3.55 0.00
F 4.1633 -2.4867 -4.4218 0.33 0.04 0.44 0.00
F 4.4880 -3.8326 -2.6463 0.54 -1.16 0.47 0.00
F 2.4363 -2.9159 -2.9052 0.59 -0.71 0.15 0.00
F 2.6649 -5.2071 -3.4491 0.93 0.61 0.92 0.00
F 2.3432 -3.6328 -5.0587 0.54 -0.50 0.42 0.00
F 4.4006 -4.7255 -4.8940 -0.33 0.49 1.49 0.00
P 2.1125 2.2013 -4.2976 0.71 1.58 -1.43 0.00
F 2.3204 2.5168 -2.6921 -0.29 -0.73 -0.98 0.00
F 1.1588 3.4728 -4.4665 -1.69 -0.28 0.61 0.00
F 3.2737 3.2706 -4.6382 1.35 0.02 -0.27 0.00
F 1.8774 1.9432 -5.9803 0.41 -0.15 1.33 0.00
F 3.2351 1.0571 -4.2856 0.09 -0.59 0.28 0.00
F 0.9711 1.1350 -4.0073 -0.38 0.25 0.11 0.00
P 2.9898 2.0011 1.9083 0.24 -0.84 -1.03 0.00
F 4.4811 1.4260 1.6546 0.67 0.53 0.11 0.00
F 3.2049 1.8255 3.4990 0.03 0.76 0.22 0.00
F 3.4700 3.5127 1.8719 0.19 0.41 1.15 0.00
F 1.4367 2.3679 2.1020 0.10 0.45 0.19 0.00
F 2.8242 2.1696 0.2732 -0.39 -1.04 0.43 0.00
F 2.5304 0.4277 1.8820 -0.51 -0.46 -0.66 0.00
```
Forces are in eV/Å.

As for the LUMO energy: 2.720 eV. As for the total charge: -3. Its expectation value of S² is 0.754. The multiplicity is 2.

E in a.u., matching the order above: -365.08743, -608.02320, -315.04597, -1613.28229, -307.61748, -5993.58133